Formula: C37H41F4GeNO3TeV
Source: the Open Molecules 2025 dataset
Level of theory: the ωB97M-V functional and the def2-TZVPD basis

Last column: Löwdin spin population.
Element x y z (Å)
V (0.88828, 2.57720, 1.09906)  1.203
C (-0.52047, 3.74275, -4.23747)  0.000
Ge (-2.19226, 4.08003, -3.28937)  0.000
C (-3.56105, 2.84781, -3.94053)  0.000
C (-2.72981, 5.93742, -3.60173)  0.000
C (-1.83922, 3.75526, -1.36705)  -0.001
H (-0.68489, 3.75741, -5.31635)  0.000
H (-0.11490, 2.76732, -3.96426)  0.000
H (0.22629, 4.49791, -3.99569)  0.000
H (-3.98609, 3.22461, -4.87217)  0.000
H (-4.36822, 2.71940, -3.21931)  0.000
H (-3.12035, 1.86941, -4.13782)  0.000
H (-3.18998, 6.03714, -4.58586)  0.000
H (-1.85687, 6.59123, -3.56761)  0.000
H (-3.44335, 6.29213, -2.85771)  0.000
H (-1.04452, 3.01044, -1.34366)  0.000
F (3.23178, 3.00277, -4.53535)  0.003
C (2.68836, 2.89099, -3.30674)  0.010
C (2.20036, 1.66189, -2.90685)  -0.003
C (1.63991, 1.55416, -1.64157)  0.010
C (1.56387, 2.66167, -0.79411)  -0.022
C (2.05136, 3.88975, -1.24687)  0.009
C (2.63074, 4.01091, -2.50401)  -0.003
H (2.26644, 0.81530, -3.57761)  0.000
H (1.25803, 0.58871, -1.32438)  0.000
H (2.00755, 4.76848, -0.61095)  0.000
H (3.02316, 4.95145, -2.86717)  0.000
F (2.86024, 5.02462, 4.56236)  0.000
C (2.70341, 3.73534, 4.26198)  0.000
F (3.77825, 3.06813, 4.65983)  0.000
F (1.64007, 3.26658, 4.93070)  0.000
C (2.43964, 3.53845, 2.75122)  0.003
O (3.05719, 2.67786, 2.11717)  0.018
O (1.45195, 4.17862, 2.24209)  0.001
C (2.86463, -8.03016, -1.06300)  0.000
C (2.23671, -6.67117, -0.90449)  0.000
C (2.95227, -5.60240, -0.38107)  0.000
C (2.38673, -4.34144, -0.22960)  0.000
C (3.24676, -3.23527, 0.32262)  0.000
C (1.04682, -4.14165, -0.59927)  0.000
Te (0.13986, -2.23059, -0.35210)  0.000
N (-0.66620, 2.07485, 0.88702)  -0.179
C (-1.79959, 1.35610, 0.51997)  -0.018
O (-1.79532, 0.14472, 0.54715)  -0.026
C (-3.03010, 2.15402, 0.22373)  -0.004
C (-3.03724, 3.29989, -0.57657)  -0.001
C (-4.24898, 3.98302, -0.69570)  0.000
C (-5.40209, 3.54978, -0.06349)  -0.001
C (-5.38740, 2.38332, 0.68938)  0.000
C (-4.20081, 1.68618, 0.81989)  -0.001
C (0.26969, -2.20852, 1.76569)  0.000
C (-0.47217, -3.13275, 2.51258)  0.000
C (-1.36042, -4.16613, 1.87326)  0.000
C (-0.38307, -3.10309, 3.90348)  -0.001
C (0.40827, -2.18519, 4.57590)  0.000
C (0.49015, -2.16839, 6.07910)  0.000
C (1.13086, -1.27407, 3.81729)  -0.001
C (1.07492, -1.27426, 2.42931)  0.000
C (1.89422, -0.23784, 1.70805)  0.001
C (0.31037, -5.20504, -1.14195)  0.000
C (-1.13092, -5.11051, -1.58580)  0.000
C (0.92335, -6.44766, -1.28380)  0.000
H (3.90861, -8.02159, -0.75200)  0.000
H (2.82374, -8.36285, -2.10150)  0.000
H (2.34032, -8.77525, -0.46196)  0.000
H (3.98664, -5.74963, -0.08909)  0.000
H (4.27995, -3.56638, 0.42207)  0.000
H (2.89888, -2.91349, 1.30576)  0.000
H (3.22563, -2.36217, -0.33232)  0.000
H (-1.41507, 4.66959, -0.93356)  0.000
H (-4.29070, 4.87132, -1.31501)  0.000
H (-6.31943, 4.11385, -0.17684)  0.000
H (-6.28909, 2.02413, 1.16678)  0.000
H (-4.15124, 0.77253, 1.39780)  0.000
H (-2.00034, -3.71657, 1.11270)  0.000
H (-1.98899, -4.64639, 2.62210)  0.000
H (-0.76752, -4.93993, 1.38001)  0.000
H (-0.96020, -3.82183, 4.47569)  0.000
H (-0.15203, -2.93110, 6.51770)  0.000
H (0.18507, -1.19899, 6.47687)  0.000
H (1.51155, -2.35203, 6.41710)  0.000
H (1.76353, -0.54652, 4.31742)  0.000
H (2.71345, 0.13768, 2.31355)  0.000
H (1.19871, 0.59831, 1.50587)  0.003
H (2.25675, -0.56309, 0.73590)  0.001
H (-1.53450, -4.10508, -1.51212)  0.000
H (-1.75686, -5.76622, -0.97629)  0.000
H (-1.22852, -5.44226, -2.62079)  0.000
H (0.34544, -7.26494, -1.70560)  0.000

⟨S²⟩: 0.801
LUMO level (spin up / spin down): -1.039 / -0.535 eV
E_HOMO (spin up / spin down): -7.72 / -7.72 eV
2S+1: 2
Charge: 0

=====

Formula: C8H14OS
Source: the Open Molecules 2025 dataset
Level of theory: the ωB97M-V functional and the def2-TZVPD basis

Last column: natural (NBO) charge in e.
Element x y z (Å)
C (0.91838, -0.21118, 0.11829)  -0.185
C (-1.19101, 0.06385, -0.14439)  -0.412
C (-0.27324, -1.16009, 0.05138)  -0.089
C (0.05184, 0.98368, 0.03201)  -0.130
C (-0.55613, -1.91468, 1.30317)  -0.584
C (-0.29921, -2.07145, -1.17162)  -0.585
C (0.38818, 1.87655, -1.13529)  -0.592
C (0.01479, 1.97020, 1.21479)  -0.591
O (3.34701, 0.78572, 0.20000)  -0.933
S (2.63158, -0.46887, 0.04080)  1.116
H (-1.64360, 0.30746, -1.07404)  0.212
H (-2.03412, 0.31681, 0.44726)  0.217
H (-1.44661, -2.43064, 1.14106)  0.217
H (-0.42220, -1.19461, 2.05774)  0.219
H (0.24670, -2.76591, 1.25746)  0.206
H (-1.25040, -2.39611, -1.30004)  0.206
H (0.43238, -2.96462, -1.18931)  0.207
H (-0.21116, -1.57266, -2.03491)  0.209
H (-0.39861, 2.60852, -1.17085)  0.207
H (0.13357, 1.38846, -1.98765)  0.197
H (1.45776, 2.29491, -1.21605)  0.242
H (0.57986, 2.90324, 0.96440)  0.223
H (0.50003, 1.42651, 2.01446)  0.212
H (-0.97578, 2.22491, 1.58132)  0.212

LUMO level: 0.006 eV
E_HOMO: -8.58 eV
Charge: 0

=====

Formula: C37H35Cl2P2PdS3
Source: the Open Molecules 2025 dataset
Level of theory: the ωB97M-V functional and the def2-TZVPD basis

Last column: Mulliken charge in e.
Element x y z (Å)
Pd (0.74692, 0.88068, -0.27187)  0.959
C (5.19709, 1.31464, -2.32791)  -1.940
C (3.77061, 1.48480, -1.89396)  0.792
S (2.96344, 0.21627, -1.32133)  -0.164
C (3.15698, 2.88426, -2.10395)  0.508
C (3.93984, 3.81730, -2.98961)  -1.556
S (1.71261, 3.26550, -1.51938)  -0.117
H (5.55574, 0.31424, -2.10239)  0.464
H (5.83862, 2.04666, -1.83412)  0.425
H (5.28239, 1.48898, -3.40298)  0.466
H (5.01350, 3.73339, -2.84975)  0.409
H (3.62889, 4.84358, -2.81784)  0.445
H (3.73207, 3.56878, -4.03479)  0.330
Cl (0.69961, -2.05556, -0.60852)  -0.190
C (0.69287, -1.95031, -2.35325)  0.462
C (1.22955, -3.01599, -3.05087)  -0.743
C (1.23584, -2.98134, -4.43627)  -0.461
C (0.70998, -1.88362, -5.09582)  -0.772
C (0.19502, -0.82305, -4.36994)  0.108
Cl (-0.45229, 0.52135, -5.26028)  -0.197
C (0.17512, -0.80792, -2.97163)  0.009
S (-0.53575, 0.58917, -2.14717)  -0.091
H (1.62450, -3.86241, -2.50754)  0.453
H (1.64316, -3.81057, -4.99744)  0.400
H (0.69535, -1.83560, -6.17540)  0.444
C (-1.95699, -0.40438, 1.48679)  -0.761
C (-2.48074, 0.88799, 0.87060)  -1.082
P (-1.13024, 2.03554, 0.42239)  1.008
C (-0.77217, 3.12928, 1.82950)  0.704
C (-1.75649, 3.43215, 2.76942)  -0.812
C (-1.48344, 4.30565, 3.81125)  -0.683
C (-0.23176, 4.89508, 3.92001)  -0.912
C (0.74680, 4.61820, 2.97626)  -0.933
C (0.47614, 3.73978, 1.93864)  0.312
C (-1.83763, 3.18073, -0.79632)  1.444
C (-1.41573, 4.51205, -0.81502)  -0.547
C (-1.91415, 5.39403, -1.75860)  -0.816
C (-2.84267, 4.96123, -2.69385)  -0.602
C (-3.27490, 3.64447, -2.68120)  -0.956
C (-2.77641, 2.75571, -1.74081)  -0.362
C (-1.27683, -0.19906, 2.84268)  0.651
P (0.03712, -1.44647, 3.11556)  0.005
C (1.50467, -0.62522, 2.33569)  1.293
C (2.60732, -1.44872, 2.12455)  -0.728
C (3.84641, -0.92109, 1.78309)  -0.428
C (4.00608, 0.44627, 1.61035)  -1.061
C (2.90996, 1.28146, 1.76867)  -0.257
C (1.66317, 0.75593, 2.12501)  -1.524
C (0.50237, -1.12359, 4.86039)  0.364
C (1.13535, -2.15100, 5.55547)  -0.409
C (1.58370, -1.95690, 6.85475)  -0.636
C (1.39332, -0.73290, 7.47674)  -0.446
C (0.74977, 0.29545, 6.80019)  -0.809
C (0.31061, 0.10138, 5.49981)  0.133
H (-1.26683, -0.85028, 0.76751)  -0.050
H (-2.77675, -1.11632, 1.59306)  0.599
H (-3.19273, 1.39518, 1.52376)  0.610
H (-2.99891, 0.66685, -0.06140)  0.517
H (-2.74435, 2.99885, 2.69755)  0.308
H (-2.25373, 4.53031, 4.53681)  0.467
H (-0.02172, 5.57303, 4.73643)  0.429
H (1.72008, 5.08530, 3.04903)  0.466
H (1.24285, 3.53016, 1.20213)  0.192
H (-0.70188, 4.87271, -0.08700)  0.291
H (-1.58094, 6.42320, -1.75890)  0.471
H (-3.23599, 5.65329, -3.42661)  0.405
H (-4.00287, 3.30264, -3.40438)  0.465
H (-3.12840, 1.73560, -1.75819)  0.303
H (-1.99797, -0.30082, 3.65721)  0.895
H (-0.87372, 0.80963, 2.93373)  -1.258
H (2.50451, -2.51855, 2.26583)  0.449
H (4.69391, -1.58276, 1.65780)  0.448
H (4.97618, 0.85509, 1.35956)  0.466
H (3.02617, 2.35419, 1.66990)  0.448
H (0.89570, 1.44507, 2.44240)  0.614
H (1.26822, -3.11584, 5.07931)  0.386
H (2.07116, -2.76525, 7.38350)  0.401
H (1.74016, -0.58015, 8.49024)  0.385
H (0.59208, 1.24910, 7.28711)  0.419
H (-0.18985, 0.91648, 4.98999)  0.278

LUMO level: -4.443 eV
E_HOMO: -10.27 eV
Charge: +1

=====

Please write out number 2 again, unchanged.
Formula: C8H14OS
Source: the Open Molecules 2025 dataset
Level of theory: the ωB97M-V functional and the def2-TZVPD basis

Last column: natural (NBO) charge in e.
Element x y z (Å)
C (0.91838, -0.21118, 0.11829)  -0.185
C (-1.19101, 0.06385, -0.14439)  -0.412
C (-0.27324, -1.16009, 0.05138)  -0.089
C (0.05184, 0.98368, 0.03201)  -0.130
C (-0.55613, -1.91468, 1.30317)  -0.584
C (-0.29921, -2.07145, -1.17162)  -0.585
C (0.38818, 1.87655, -1.13529)  -0.592
C (0.01479, 1.97020, 1.21479)  -0.591
O (3.34701, 0.78572, 0.20000)  -0.933
S (2.63158, -0.46887, 0.04080)  1.116
H (-1.64360, 0.30746, -1.07404)  0.212
H (-2.03412, 0.31681, 0.44726)  0.217
H (-1.44661, -2.43064, 1.14106)  0.217
H (-0.42220, -1.19461, 2.05774)  0.219
H (0.24670, -2.76591, 1.25746)  0.206
H (-1.25040, -2.39611, -1.30004)  0.206
H (0.43238, -2.96462, -1.18931)  0.207
H (-0.21116, -1.57266, -2.03491)  0.209
H (-0.39861, 2.60852, -1.17085)  0.207
H (0.13357, 1.38846, -1.98765)  0.197
H (1.45776, 2.29491, -1.21605)  0.242
H (0.57986, 2.90324, 0.96440)  0.223
H (0.50003, 1.42651, 2.01446)  0.212
H (-0.97578, 2.22491, 1.58132)  0.212

LUMO level: 0.006 eV
E_HOMO: -8.58 eV
Charge: 0